Entry 1:
Computed, not measured: a structure of composition C51H54N11O3RuS2, with wB97M-V/def2-TZVPD.

The value obtained for the orbital gap (spin up / spin down) is 0.2168 / 0.1653 Ha. Its LUMO energy (spin up / spin down) is -1.11 / -1.88 eV. Its spin multiplicity is 2. For the energy above the lowest of the compared OMol25 structures with the same formula, charge and spin, the calculation gives 316.6 kJ/mol. For the HOMO energy (spin up / spin down), the calculation gives -0.25737 / -0.23436 Eh.

The geometry in XYZ format:
```
122
Properties=species:S:1:pos:R:3:forces:R:3:lowdin_charge:R:1
Ru -0.4444 -0.4048 -0.0215 0.3 0.6 -0.6 1.09
C -3.0220 -2.7622 -0.1686 0.3 0.1 0.1 -0.04
C -2.8334 -2.3137 -1.5772 0.1 0.0 0.2 -0.30
C -3.5414 -2.9662 -2.6054 -0.1 0.1 -0.5 -0.01
C -3.4709 -2.4852 -3.8795 0.0 0.0 0.3 0.01
C -2.6996 -1.3353 -4.1426 0.2 0.1 0.3 -0.16
C -2.6543 -0.7508 -5.4194 0.1 0.2 -0.2 -0.05
C -1.8828 0.3630 -5.6390 -0.4 -0.3 -0.1 -0.08
C -1.1422 0.9176 -4.6008 0.1 -0.1 0.6 -0.13
C -1.1533 0.3729 -3.3232 -0.1 -0.2 -0.2 -0.59
S -0.2205 1.1492 -2.0964 0.6 -0.9 1.1 0.71
C -1.9586 -0.7737 -3.0621 0.0 0.3 -1.1 -0.23
N -2.0397 -1.2863 -1.8118 0.7 0.1 1.7 0.10
H -3.1609 -3.8392 -0.1144 0.0 -0.1 0.0 0.09
H -3.9056 -2.2817 0.2574 0.0 0.0 0.0 0.10
H -2.1524 -2.4554 0.4173 -0.3 -0.2 0.0 0.02
H -4.1393 -3.8313 -2.3658 0.0 -0.1 0.1 0.11
H -3.9991 -2.9569 -4.6969 -0.1 -0.1 0.0 0.12
H -3.2503 -1.1866 -6.2069 0.0 -0.1 -0.1 0.11
H -1.8516 0.8184 -6.6176 0.0 0.0 -0.1 0.11
H -0.5345 1.7947 -4.7629 0.1 0.1 -0.1 0.10
C -4.9086 2.9395 -0.5288 -0.6 0.1 -0.2 -0.07
N -3.5039 2.8625 -0.2447 0.7 -0.6 -0.1 -0.14
C -2.7570 1.7591 -0.0980 -0.2 0.3 0.1 -0.22
N -1.5372 2.0894 0.2705 -0.1 -0.9 0.2 -0.03
C -1.5795 3.4366 0.3247 -0.1 -0.1 -0.1 -0.22
N -2.7546 3.9360 0.0243 -0.1 0.9 0.2 0.12
C -5.7421 2.2314 0.5187 -0.1 0.0 0.0 -0.19
C -7.0637 1.8989 0.2413 0.1 0.1 0.0 -0.04
C -7.8469 1.2708 1.1966 0.0 0.0 0.0 -0.06
C -7.3209 0.9363 2.4300 0.2 0.0 0.1 -0.01
C -5.9940 1.2519 2.7092 0.0 0.3 -0.5 -0.13
C -5.2182 1.9139 1.7599 -0.1 0.0 0.1 0.04
C -5.3761 0.8306 3.9449 -0.3 -0.5 0.8 -0.28
N -5.9211 0.2074 4.9499 -0.8 0.6 -1.3 0.12
N -4.9372 -0.1106 5.7989 1.5 -0.1 0.7 0.12
C -3.8235 0.3268 5.2812 -1.0 -0.2 0.3 -0.30
O -4.0426 0.9672 4.1151 0.1 0.1 0.0 0.12
C -2.4808 0.1070 5.7678 0.5 0.1 0.0 -0.14
C -2.2730 -0.7983 6.8067 0.0 0.1 -0.1 0.00
C -0.9851 -1.0694 7.2218 0.0 0.0 0.0 -0.06
C 0.0946 -0.4491 6.6109 0.0 0.1 -0.1 -0.03
C -0.1039 0.4694 5.5876 0.1 -0.1 0.1 -0.19
C 1.0727 1.1952 4.9703 -0.2 0.1 0.6 -0.07
N 1.3152 0.8306 3.5956 -0.3 0.4 -1.1 -0.10
C 0.6540 1.1737 2.4826 0.1 0.0 0.3 -0.14
N 1.2055 0.5841 1.4343 -1.5 -0.7 -0.6 0.01
C 2.2246 -0.1247 1.9711 0.0 0.0 0.3 -0.24
N 2.3195 0.0084 3.2719 0.9 -0.5 0.0 0.13
C -1.3967 0.7433 5.1676 -0.2 -0.1 0.2 0.02
H -5.1028 2.5045 -1.5166 0.0 0.1 0.1 0.14
H -5.1727 4.0017 -0.5663 0.2 -0.2 0.0 0.14
H -3.1171 0.7589 -0.2542 -0.1 -0.1 0.0 0.11
H -0.7418 4.0575 0.5718 0.2 0.1 0.0 0.11
H -7.4788 2.1320 -0.7286 -0.1 0.0 -0.1 0.11
H -8.8741 1.0310 0.9694 -0.1 0.0 0.0 0.11
H -7.9061 0.4229 3.1754 -0.1 -0.1 0.1 0.12
H -4.1969 2.1531 2.0109 0.1 0.0 0.0 0.12
H -3.1279 -1.2819 7.2505 -0.1 -0.1 0.1 0.12
H -0.8168 -1.7685 8.0269 0.0 -0.1 0.0 0.11
H 1.0977 -0.6736 6.9417 0.1 0.0 0.0 0.11
H 1.9872 0.9485 5.5161 -0.1 0.2 -0.1 0.13
H 0.8977 2.2756 5.0181 0.1 -0.1 0.0 0.14
H -0.1822 1.8394 2.4383 -0.3 0.0 0.1 0.11
H 2.8803 -0.7415 1.3889 0.1 -0.2 -0.1 0.10
H -1.5747 1.4498 4.3709 0.0 0.1 -0.1 0.12
C 3.2498 -5.3379 -3.2314 0.0 0.0 0.0 -0.05
C 2.6768 -4.0243 -2.7853 0.0 0.1 0.0 -0.28
C 2.7090 -2.9236 -3.6325 -0.1 0.2 0.1 -0.02
C 2.2338 -1.6843 -3.2048 0.1 -0.4 -0.4 -0.27
C 2.2681 -0.5182 -4.1435 0.0 0.1 0.0 -0.04
C 1.7233 -1.5831 -1.9294 -0.1 0.0 0.6 -0.06
C 1.5639 -2.6978 -1.0607 0.3 0.0 -1.0 -0.29
C 2.1069 -3.9214 -1.5316 -0.1 0.0 0.2 0.00
N 0.9179 -2.4776 0.0965 -1.3 2.1 0.3 0.06
C 0.8828 -3.4587 1.1677 -0.3 -0.1 0.3 -0.45
C 0.2173 -2.8045 2.3862 -0.1 -0.1 0.0 -0.11
C 0.1155 -3.7579 3.5734 -0.1 0.1 0.2 -0.28
C -0.7094 -4.9791 3.1777 0.1 0.0 0.0 -0.11
C -0.0331 -5.6625 1.9921 -0.2 -0.3 -0.1 -0.29
C 1.3769 -6.0978 2.3897 -0.1 0.1 0.0 -0.11
C 2.1903 -4.8707 2.7967 0.3 -0.1 0.1 -0.29
C 1.5175 -4.1956 3.9898 0.0 0.0 -0.1 -0.12
C 2.2918 -3.8829 1.6340 -0.1 0.0 -0.1 -0.07
C 0.0335 -4.6987 0.8090 0.1 0.0 0.0 -0.07
H 3.6165 -5.2707 -4.2528 0.0 -0.1 -0.1 0.07
H 2.4965 -6.1229 -3.1795 0.0 -0.1 0.0 0.08
H 4.0781 -5.6289 -2.5853 0.1 -0.1 0.0 0.08
H 3.1270 -3.0257 -4.6233 0.1 0.0 -0.1 0.11
H 3.0631 -0.6329 -4.8780 0.1 0.0 0.0 0.08
H 2.4088 0.4216 -3.6170 0.0 0.1 0.0 0.04
H 1.3201 -0.4650 -4.6818 0.0 0.1 -0.1 0.07
H 1.4430 -0.6112 -1.5257 0.2 -0.2 -0.2 -0.03
H 2.0703 -4.8171 -0.9354 0.0 0.0 0.0 0.09
H -0.7787 -2.4713 2.1005 0.1 0.0 0.0 0.07
H 0.7999 -1.9313 2.6779 -0.1 0.1 0.0 0.09
H -0.3766 -3.2389 4.4044 0.0 0.0 -0.1 0.14
H -1.7210 -4.6679 2.9083 -0.1 0.0 0.0 0.12
H -0.7855 -5.6724 4.0189 0.0 0.0 0.0 0.12
H -0.6165 -6.5428 1.6935 0.0 0.1 0.0 0.14
H 1.8613 -6.6178 1.5587 0.0 0.0 0.0 0.12
H 1.3172 -6.7884 3.2343 0.1 -0.1 0.0 0.12
H 3.2037 -5.1851 3.0731 -0.1 0.0 0.0 0.14
H 2.1059 -3.3306 4.3028 0.0 0.1 0.1 0.12
H 1.4614 -4.8881 4.8331 0.0 0.0 0.1 0.12
H 2.8754 -4.3218 0.8269 0.0 0.0 0.0 0.11
H 2.8169 -2.9874 1.9730 0.1 0.1 0.0 0.11
H -0.9704 -4.3648 0.5459 0.0 0.0 0.0 0.10
H 0.4318 -5.2180 -0.0599 0.0 0.0 0.0 0.11
C 4.6845 0.6156 -0.6913 -0.8 0.3 0.0 -0.22
S 3.1106 1.5732 -0.9123 1.4 -0.1 1.3 0.75
C 3.5807 2.9206 0.2714 -0.4 -0.6 -0.3 -0.23
O 3.2329 2.1726 -2.2405 -0.1 0.5 -1.2 -0.55
H 5.5214 1.2322 -0.9963 0.1 0.2 -0.1 0.05
H 4.6213 -0.2591 -1.3315 -0.1 -0.1 -0.1 0.04
H 4.7830 0.3154 0.3449 0.1 -0.1 0.2 0.03
H 3.7917 2.4869 1.2424 0.0 -0.1 0.2 0.04
H 2.7347 3.5974 0.3437 -0.1 0.0 0.0 0.04
H 4.4443 3.4504 -0.1168 0.1 -0.1 -0.1 0.05
O -3.0370 -1.5423 3.3818 -0.4 -0.5 0.4 0.08
C -2.4373 -0.9452 2.5562 -0.2 -0.3 0.2 -0.57
N -1.8529 -0.3299 1.7356 1.4 0.2 -1.6 0.02
```
Forces are in eV/Å.

---

Entry 2:
Computed, not measured: a structure of composition C2H2ClF4O4PZn, with wB97M-V/def2-TZVPD.

The value obtained for the orbital gap is 0.1338 Ha. Its total charge is +2. Its LUMO energy is -15.58 eV. For the HOMO energy, the calculation gives -0.70635 Eh.

The geometry in XYZ format:
```
15
Properties=species:S:1:pos:R:3:forces:R:3:nbo_charge:R:1
O 1.6072 -2.6202 -1.1584 -4.1 5.0 2.0 -0.71
P 0.7202 -1.3524 -0.7054 6.5 -3.9 -2.5 2.28
O 0.4574 -0.4133 -2.1477 -1.4 -1.0 4.1 -0.84
O -0.7218 -2.0171 0.0156 0.8 2.3 -1.4 -0.62
Cl -2.0992 -1.7012 -0.9030 -0.6 -0.4 -0.3 0.36
O 1.6304 -0.5533 0.5446 -4.1 1.9 -2.6 -0.63
C 1.1591 0.8164 0.7989 3.0 3.3 2.4 0.83
F 2.0079 1.3371 1.9355 -3.1 -2.2 -4.3 -0.27
F 1.4380 1.7641 -0.3439 -1.4 -3.6 3.4 -0.32
C -0.3950 0.9327 1.3149 -0.9 1.6 3.1 0.51
F -0.7813 2.3503 1.6662 1.6 -4.8 -1.5 -0.30
F -0.5167 0.1433 2.5667 0.4 2.4 -4.4 -0.29
H -0.2306 0.3065 -2.0227 1.5 -0.5 -0.1 0.47
H -1.2010 0.5780 0.5372 1.5 0.5 1.5 0.10
Zn -3.0746 0.4292 -2.0984 0.2 -0.6 0.6 1.43
```
Forces are in eV/Å.

---

Entry 3:
Computed, not measured: a structure of composition C12H10Cl4O2Pd, with wB97M-V/def2-TZVPD.

The value obtained for the orbital gap (spin up / spin down) is 0.1850 / 0.2050 Ha. Its total charge is -2. Its LUMO energy (spin up / spin down) is 4.94 / 4.94 eV. Its spin multiplicity is 3. For the HOMO energy (spin up / spin down), the calculation gives -0.00366 / -0.02363 Eh.

The geometry in XYZ format:
```
29
Properties=species:S:1:pos:R:3:forces:R:3:nbo_charge:R:1
C 1.4656 -1.3615 1.1217 -0.6 -0.8 0.3 -0.35
C 1.5630 -2.0898 -0.0986 -0.9 -0.2 0.5 -0.35
C 0.2420 -2.5078 -0.4501 0.7 -1.0 0.2 -0.37
H 2.5120 -2.2964 -0.5918 -0.4 0.1 -0.2 0.20
C -0.6420 -2.1112 0.5691 0.4 0.7 1.2 -0.33
C 0.1212 -1.3960 1.5799 0.0 -0.7 -1.3 -0.40
H -0.2214 -1.0461 2.5500 0.0 0.0 -0.5 0.22
H 2.3790 -0.9351 1.7546 -3.1 -1.7 -2.2 0.23
H -0.0295 -3.0911 -1.3175 -0.1 0.0 -0.2 0.19
H -1.6956 -2.3131 0.6595 -0.2 -0.1 -0.3 0.20
Pd 0.3421 0.0297 -0.4802 -0.5 -5.2 7.2 0.89
Cl 3.4117 -0.2182 2.4551 4.6 2.8 3.1 -0.74
C 0.6114 1.7048 -1.4790 0.3 2.1 -1.4 -0.31
C -0.6187 1.0710 -1.8882 -0.9 1.6 -1.6 -0.36
C -0.2905 -0.1920 -2.4630 -0.3 0.2 -1.6 -0.32
H -1.6089 1.4747 -1.7101 0.2 0.1 -0.2 0.27
C 1.1320 -0.3560 -2.3908 0.6 0.3 -2.1 -0.29
C 1.6914 0.8121 -1.7796 1.0 0.9 -1.5 -0.35
H 2.7228 0.9391 -1.4652 -0.2 0.0 -0.3 0.24
H 0.6878 2.6504 -0.9623 -0.1 -0.1 -0.1 0.27
H -1.0090 -0.9233 -2.8340 0.3 0.2 0.2 0.22
H 1.6904 -1.2149 -2.7527 -0.2 0.2 0.3 0.22
Cl -3.7145 2.6104 2.6843 -0.5 0.0 0.3 -0.03
C -2.3731 1.6014 2.1387 0.9 0.3 -1.0 -0.22
Cl -1.4064 1.0923 3.5133 -0.1 0.1 0.2 0.02
Cl -2.9576 0.1501 1.2576 -0.3 0.3 0.4 -0.02
C -1.5050 2.4853 1.0354 0.9 -0.3 -0.3 0.75
O -2.2320 2.9369 0.1326 0.3 -0.1 0.6 -0.76
O -0.2683 2.4944 1.2114 -1.8 0.2 0.2 -0.71
```
Forces are in eV/Å.

---

What are the max |F| values for these records? In order: 2.5, 8.0, 8.9 eV Å⁻¹.